(1)
Molecular formula: C13H16N2O2
Method: DFT, the ωB97M-V functional and the def2-TZVPD basis

Geometry as XYZ:
```
33
C13H16N2O2, DFT the ωB97M-V functional and the def2-TZVPD basis
C 3.976 2.516 0.250
O 3.462 2.627 1.552
C 2.315 1.940 1.857
C 1.887 2.092 3.190
C 0.759 1.463 3.659
C 0.048 0.663 2.773
N -1.081 -0.082 2.954
C -1.391 -0.710 1.782
C -0.479 -0.385 0.817
C -0.471 -0.875 -0.595
C -1.806 -0.594 -1.299
N -1.851 -1.173 -2.621
C -2.525 -2.317 -2.891
C -2.352 -2.800 -4.317
O -3.217 -2.880 -2.071
C 0.460 0.499 1.430
C 1.610 1.151 0.972
H 3.275 2.908 -0.495
H 4.227 1.479 0.002
H 4.884 3.119 0.238
H 2.479 2.722 3.834
H 0.438 1.585 4.683
H -1.599 -0.158 3.813
H -2.245 -1.356 1.715
H 0.340 -0.393 -1.146
H -0.297 -1.955 -0.613
H -2.623 -1.049 -0.737
H -1.972 0.485 -1.367
H -1.237 -0.786 -3.321
H -2.885 -3.738 -4.442
H -2.756 -2.064 -5.010
H -1.299 -2.953 -4.542
H 1.926 1.022 -0.051
```

Summary:
structure (SMILES)	COc1ccc2[nH]cc(CCNC(C)=O)c2c1
electronic energy	-20816.3279	eV
spin multiplicity	1
gap between HOMO and LUMO	8.54	eV
HOMO level	-0.2868	hartree
net charge	0
M	232.28	g/mol

Here are the Löwdin charges for atoms 1 to 5, given in e:
1. C -0.10
2. O -0.10
3. C -0.28
4. C -0.01
5. C -0.01

(2)
Molecular formula: C3H4F2N2
Method: DFT, the ωB97M-V functional and the def2-TZVPD basis

Geometry as XYZ:
```
11
C3H4F2N2, DFT the ωB97M-V functional and the def2-TZVPD basis
N -0.364 1.793 -1.494
N 0.006 0.648 -0.763
C -0.507 0.270 0.402
C -0.252 -0.969 0.924
C 0.762 -1.713 0.456
F 1.118 -2.662 1.248
F 1.238 -1.727 -0.773
H 0.477 2.066 -1.938
H -0.675 2.393 -0.736
H -1.194 1.042 0.716
H -0.612 -1.141 1.959
```

Summary:
structure (SMILES)	N/N=C/C=C(F)F
electronic energy	-11587.8816	eV
spin multiplicity	1
gap between HOMO and LUMO	8.90	eV
HOMO level	-0.3019	hartree
net charge	0
M	106.08	g/mol

Here are the Löwdin charges for atoms 1 to 5, given in e:
1. N 0.02
2. N -0.07
3. C -0.19
4. C -0.05
5. C -0.39

(3)
Molecular formula: C18H36F6NO26PS5
Method: DFT, the ωB97M-V functional and the def2-TZVPD basis

Geometry as XYZ:
```
93
C18H36F6NO26PS5, DFT the ωB97M-V functional and the def2-TZVPD basis
N -18.411 7.566 -3.488
H -18.796 6.822 -2.923
H -17.823 7.222 -4.234
H -17.877 8.205 -2.917
H -19.141 7.992 -4.040
P -21.764 9.267 -3.768
F -22.840 10.130 -2.863
F -22.738 9.327 -5.017
F -21.146 10.672 -4.338
F -20.649 8.278 -4.506
F -20.656 9.431 -2.574
F -22.476 7.929 -3.205
C -21.992 10.386 -8.085
C -20.948 11.339 -7.673
C -19.580 10.846 -7.673
O -18.941 11.957 -8.221
C -19.820 12.864 -8.670
O -19.541 13.885 -9.280
O -21.041 12.499 -8.329
H -21.865 10.090 -9.127
H -22.976 10.839 -7.964
H -21.801 9.474 -7.519
H -21.091 11.496 -6.604
H -19.383 9.942 -8.249
H -19.413 10.508 -6.650
C -24.129 6.742 -9.081
C -23.180 7.052 -7.947
C -23.186 6.063 -6.747
O -21.904 5.658 -6.768
C -21.176 6.189 -7.777
O -20.011 5.840 -8.041
O -21.863 6.995 -8.475
H -25.134 6.971 -8.727
H -24.028 5.746 -9.513
H -23.905 7.442 -9.885
H -23.436 8.067 -7.644
H -23.846 5.219 -6.943
H -23.479 6.614 -5.853
C -24.534 11.815 -5.095
C -25.526 11.035 -4.195
O -25.824 12.099 -3.304
S -26.054 13.583 -4.074
O -25.535 14.667 -3.206
O -27.456 13.760 -4.550
O -24.977 13.085 -5.225
H -24.530 11.279 -6.044
H -23.527 11.799 -4.678
H -25.344 10.162 -3.568
H -26.363 10.844 -4.866
C -21.185 12.832 0.500
C -22.063 12.105 -0.533
O -22.906 11.161 0.090
S -22.055 10.486 1.312
O -21.075 9.514 0.807
O -22.828 10.159 2.532
O -21.292 11.962 1.565
H -21.711 13.773 0.661
H -20.162 13.059 0.200
H -21.416 11.633 -1.272
H -22.755 12.726 -1.102
C -20.702 6.540 -1.032
C -20.749 6.218 0.488
O -19.919 5.094 0.730
S -18.901 4.727 -0.439
O -19.141 3.416 -1.061
O -17.490 5.086 -0.049
O -19.498 5.919 -1.440
H -20.745 7.596 -1.297
H -21.565 6.085 -1.519
H -21.735 6.000 0.899
H -20.374 7.050 1.085
C -25.903 10.147 -0.141
C -25.203 8.942 -0.731
O -25.760 7.924 -0.061
S -27.386 8.206 0.354
O -27.544 7.965 1.782
O -28.372 7.569 -0.519
O -27.216 9.783 0.118
H -25.824 11.028 -0.779
H -25.418 10.363 0.811
H -24.125 8.946 -0.564
H -25.545 8.839 -1.760
C -20.073 13.669 -3.043
C -21.472 14.347 -2.955
O -21.482 15.433 -3.838
S -20.058 15.478 -4.696
O -19.551 16.797 -4.941
O -20.216 14.685 -5.915
O -19.149 14.651 -3.614
H -20.081 12.803 -3.705
H -19.644 13.512 -2.053
H -21.662 14.964 -2.077
H -22.245 13.587 -3.064
```

Summary:
electronic energy	-153742.2420	eV
spin multiplicity	1
gap between HOMO and LUMO	9.62	eV
HOMO level	-0.3963	hartree
net charge	0
M	987.76	g/mol

Here are the Löwdin charges for atoms 1 to 5, given in e:
1. N 0.34
2. H 0.10
3. H 0.15
4. H 0.16
5. H 0.07

(4)
Molecular formula: C18H15N3O3S
Method: DFT, the ωB97M-V functional and the def2-TZVPD basis

Geometry as XYZ:
```
40
C18H15N3O3S, DFT the ωB97M-V functional and the def2-TZVPD basis
C 7.629 -1.434 -0.970
C 6.403 -0.833 -0.351
C 6.443 -0.394 0.977
C 5.345 0.162 1.593
C 4.162 0.290 0.871
N 2.991 0.820 1.334
C 2.084 0.792 0.427
N 0.817 1.273 0.638
C -0.161 1.204 -0.307
O 0.048 0.774 -1.420
C -1.513 1.744 0.119
C -2.570 0.696 -0.228
O -3.860 1.259 -0.066
C -4.888 0.360 -0.110
C -6.154 0.793 -0.473
C -7.209 -0.104 -0.503
C -7.007 -1.434 -0.175
C -5.750 -1.871 0.205
C -4.690 -0.978 0.246
N -3.424 -1.362 0.699
C -2.342 -0.557 0.621
O -1.279 -0.814 1.141
S 2.527 0.121 -1.134
C 4.118 -0.152 -0.468
C 5.229 -0.710 -1.076
H 7.929 -2.328 -0.425
H 8.458 -0.728 -0.932
H 7.449 -1.704 -2.007
H 7.367 -0.498 1.529
H 5.381 0.499 2.617
H 0.610 1.550 1.587
H -1.544 1.966 1.185
H -1.728 2.652 -0.446
H -2.429 0.395 -1.283
H -6.292 1.832 -0.724
H -8.191 0.239 -0.788
H -7.828 -2.132 -0.205
H -5.584 -2.901 0.483
H -3.326 -2.253 1.169
H 5.176 -1.042 -2.101
```

Summary:
structure (SMILES)	Cc1ccc2nc(NC(=O)C[C@@H]3Oc4ccccc4NC3=O)sc2c1
electronic energy	-40359.3451	eV
spin multiplicity	1
gap between HOMO and LUMO	8.70	eV
HOMO level	-0.2951	hartree
net charge	0
M	353.40	g/mol

Here are the Löwdin charges for atoms 1 to 5, given in e:
1. C -0.06
2. C -0.29
3. C -0.05
4. C -0.02
5. C -0.32

(5)
Molecular formula: C18H27NO4S2
Method: DFT, the ωB97M-V functional and the def2-TZVPD basis

Geometry as XYZ:
```
52
C18H27NO4S2, DFT the ωB97M-V functional and the def2-TZVPD basis
C 3.082 -3.793 -0.113
C 2.290 -3.474 -1.422
C 1.394 -2.229 -1.238
C 1.896 -0.949 -1.980
C 2.409 0.151 -1.014
C 1.821 1.559 -1.296
C 2.407 2.485 -0.257
C 2.159 2.515 1.038
C 1.234 1.716 1.915
C -0.142 1.509 1.244
C -1.262 1.230 2.261
S -2.921 1.717 1.612
C -3.895 0.204 1.962
S -4.293 -0.084 3.501
N -4.288 -0.713 0.958
C -5.035 -0.085 -0.151
C -4.205 0.238 -1.413
O -3.209 -0.712 -1.727
C -2.353 -0.923 -0.609
C -3.206 -1.575 0.495
C 3.046 3.586 1.623
O 3.092 3.931 2.710
O 3.849 4.089 0.633
C 3.436 3.554 -0.552
O 3.790 3.855 -1.602
H 4.046 -3.279 -0.161
H 2.553 -3.382 0.753
H 3.191 -4.864 0.068
H 3.033 -3.366 -2.218
H 1.680 -4.345 -1.677
H 1.231 -1.999 -0.181
H 0.414 -2.472 -1.666
H 1.102 -0.540 -2.613
H 2.733 -1.262 -2.608
H 3.493 0.253 -1.133
H 2.194 -0.081 0.035
H 0.733 1.588 -1.271
H 2.183 1.913 -2.266
H 1.053 2.342 2.800
H 1.691 0.794 2.287
H -0.098 0.699 0.514
H -0.363 2.419 0.674
H -1.280 0.154 2.447
H -1.087 1.778 3.188
H -5.875 -0.745 -0.395
H -5.454 0.854 0.228
H -3.801 1.261 -1.390
H -4.901 0.231 -2.260
H -1.497 -1.549 -0.864
H -1.968 0.062 -0.313
H -2.526 -1.741 1.341
H -3.574 -2.527 0.103
```

Summary:
structure (SMILES)	CCCCCCC1=C(CCCSC(=S)N2CCOCC2)C(=O)OC1=O
electronic energy	-50452.5995	eV
spin multiplicity	1
gap between HOMO and LUMO	7.69	eV
HOMO level	-0.3096	hartree
net charge	0
M	385.55	g/mol

Here are the Löwdin charges for atoms 1 to 5, given in e:
1. C -0.10
2. C -0.24
3. C -0.21
4. C -0.17
5. C -0.17

(6)
Molecular formula: C5H34N2O10
Method: DFT, the ωB97M-V functional and the def2-TZVPD basis

Geometry as XYZ:
```
51
C5H34N2O10, DFT the ωB97M-V functional and the def2-TZVPD basis
C 0.242 0.933 -1.537
N -0.260 -0.005 -0.526
C 0.009 0.474 0.880
C -0.392 -0.441 2.107
C -0.025 0.395 3.368
N 0.303 -1.772 2.223
C -0.411 -2.519 3.304
H 0.922 0.500 -2.314
H 0.849 1.821 -1.230
H -0.643 1.307 -2.166
H 0.040 -0.981 -0.686
H 0.930 0.739 1.134
H -0.579 1.321 1.099
H -1.558 -0.752 2.095
H 1.035 0.529 3.754
H -0.238 -0.065 4.275
H -0.743 1.383 3.263
H 1.363 -1.735 2.214
H -0.648 -1.912 4.100
H -1.325 -2.991 2.852
H 0.275 -3.177 3.802
O 3.842 0.165 -1.349
H 3.165 -0.326 -1.884
H 3.244 0.782 -0.907
O -0.779 3.637 -2.619
H 0.127 3.245 -2.576
H -0.745 4.521 -2.482
O -1.930 -3.174 0.794
H -1.337 -2.428 1.020
H -1.409 -3.938 0.922
O -3.693 -0.471 0.199
H -2.825 0.019 0.325
H -3.361 -1.180 -0.430
O 2.799 0.312 -3.743
H 2.264 -0.397 -3.404
H 3.648 0.152 -3.820
O 1.643 2.580 -3.028
H 1.845 1.650 -3.422
H 1.462 3.142 -3.859
O 1.627 -2.081 -2.519
H 1.960 -2.415 -1.698
H 0.758 -1.920 -2.073
O -3.057 1.436 2.016
H -3.783 0.910 1.566
H -3.386 2.284 2.161
O -1.890 4.418 -0.166
H -1.721 3.840 -0.850
H -1.547 3.945 0.532
O 1.375 -3.548 -0.138
H 2.045 -4.197 -0.445
H 0.513 -4.018 -0.131
```

Summary:
structure (SMILES)	CNC[C@H](C)NC.O.O.O.O.O.O.O.O.O.O
electronic energy	-29187.8548	eV
spin multiplicity	1
gap between HOMO and LUMO	8.85	eV
HOMO level	-0.3284	hartree
net charge	0
M	282.33	g/mol

Here are the Löwdin charges for atoms 1 to 5, given in e:
1. C -0.14
2. N -0.07
3. C -0.17
4. C -0.37
5. C -0.08

(7)
Molecular formula: C5H37NO15
Method: DFT, the ωB97M-V functional and the def2-TZVPD basis

Geometry as XYZ:
```
58
C5H37NO15, DFT the ωB97M-V functional and the def2-TZVPD basis
O -1.455 2.109 -0.038
C -1.720 1.331 0.912
N -0.707 0.856 1.626
C -0.797 0.366 3.055
C 0.435 -0.548 3.146
C 0.575 -1.473 4.318
O 0.303 -1.519 2.016
C -0.885 1.536 4.021
H -2.782 1.096 1.019
H 0.216 1.202 1.349
H -1.658 -0.302 3.139
H 1.389 -0.070 2.967
H 1.271 -1.138 5.113
H 1.166 -2.378 4.071
H -0.213 -1.993 4.837
H -0.411 -1.219 1.442
H -0.560 1.201 5.019
H -0.232 2.341 3.745
H -1.944 1.864 4.096
H -2.101 -1.319 -1.365
H -1.900 -0.653 -2.815
O -1.790 -0.555 -1.852
H 4.187 -0.710 -2.859
H 2.961 0.179 -2.777
O 3.924 0.229 -2.740
H -0.418 1.840 -4.767
H 0.236 3.118 -4.300
O -0.550 2.801 -4.756
H 1.530 -1.229 -1.333
H 0.198 -1.473 -2.108
O 1.134 -1.721 -2.067
H -5.300 0.705 1.011
H -4.765 2.032 0.390
O -4.666 1.418 1.127
H 2.969 -2.892 -2.241
H 3.875 -2.599 -0.962
O 3.770 -2.473 -1.905
H 0.189 0.915 -2.979
H 1.006 -0.395 -3.496
O 0.220 0.151 -3.581
H -0.845 -2.903 2.841
H -1.947 -2.489 3.890
O -1.830 -2.728 2.965
H 2.826 0.052 0.990
H 1.783 -1.074 1.336
O 2.205 -0.572 0.572
H 4.270 2.574 0.102
H 4.117 1.535 -1.064
O 3.995 1.678 -0.115
H 1.829 1.813 -1.798
H 0.496 2.102 -1.018
O 0.961 2.231 -1.848
H -1.302 -3.023 -3.695
H -1.035 -1.663 -4.406
O -1.702 -2.178 -3.932
H -3.270 0.762 -1.889
H -3.344 1.995 -1.061
O -3.907 1.259 -1.351
```

Summary:
electronic energy	-37978.5964	eV
spin multiplicity	2
⟨S²⟩	0.76
gap between HOMO and LUMO (spin up / spin down)	8.91 / 4.05	eV
HOMO level (spin up / spin down)	-0.4797 / -0.4797	hartree
net charge	+1
M	351.34	g/mol

Here are the Löwdin charges for atoms 1 to 5, given in e:
1. O 0.26
2. C -0.13
3. N 0.15
4. C -0.25
5. C -0.30

(8)
Molecular formula: C36H46N4Rh
Method: DFT, the ωB97M-V functional and the def2-TZVPD basis

Geometry as XYZ:
```
87
C36H46N4Rh, DFT the ωB97M-V functional and the def2-TZVPD basis
Rh 0.662 0.225 -0.385
C -3.013 -1.630 1.514
C -2.335 -0.914 0.342
C -2.446 -1.652 -0.982
C -3.721 -2.027 -1.393
C -3.934 -2.625 -2.620
C -2.864 -2.802 -3.482
C -1.574 -2.427 -3.132
C -0.514 -2.478 -4.221
C 0.029 -1.104 -4.614
C -1.357 -1.908 -1.837
N -0.050 -1.528 -1.425
C 0.991 -2.264 -1.700
C 2.302 -1.771 -1.550
C 3.535 -2.390 -1.789
C 4.515 -1.442 -1.514
C 3.843 -0.282 -1.106
N 2.517 -0.462 -1.138
H -2.822 -1.101 2.449
H -2.646 -2.651 1.615
H -4.092 -1.684 1.384
H -1.303 -0.698 0.634
H -2.805 0.070 0.218
H -4.563 -1.837 -0.741
H -4.930 -2.923 -2.919
H -3.037 -3.215 -4.469
H -0.988 -2.909 -5.105
H 0.307 -3.154 -3.985
H -0.789 -0.455 -4.932
H 0.723 -1.202 -5.449
H 0.556 -0.607 -3.801
H 0.857 -3.280 -2.066
H 3.680 -3.403 -2.132
H 5.583 -1.559 -1.600
H 4.272 0.664 -0.815
C 0.468 -3.173 1.943
C 1.540 -2.089 1.870
C 2.943 -2.694 1.743
C 1.502 -1.149 3.058
C 1.814 -1.669 4.306
C 1.927 -0.854 5.417
C 1.825 0.521 5.273
C 1.493 1.107 4.063
C 1.686 2.629 4.006
C 2.072 3.246 2.658
C 0.576 3.433 4.694
C 1.202 0.233 2.977
N 0.548 0.703 1.831
C -0.378 1.611 2.004
C -1.007 2.237 0.908
C -2.025 3.245 0.933
C -2.273 3.548 -0.364
C -1.403 2.700 -1.182
N -0.655 1.941 -0.400
C -1.391 2.618 -2.678
C -1.912 3.922 -3.289
C -2.343 1.463 -3.049
C 0.014 2.327 -3.208
H 0.528 -3.822 1.067
H -0.529 -2.737 1.980
H 0.596 -3.798 2.828
H 1.373 -1.531 0.948
H 3.186 -3.308 2.610
H 3.702 -1.916 1.652
H 2.997 -3.323 0.855
H 1.989 -2.732 4.404
H 2.167 -1.280 6.382
H 2.058 1.163 6.114
H 2.567 2.762 4.638
H 1.211 3.497 2.039
H 2.730 2.590 2.085
H 2.607 4.178 2.839
H -0.326 3.509 4.083
H 0.922 4.451 4.878
H 0.301 2.994 5.652
H -0.684 1.891 3.007
H -2.477 3.668 1.815
H -2.973 4.273 -0.744
H -2.947 4.116 -3.008
H -1.878 3.849 -4.376
H -1.303 4.777 -2.990
H -3.347 1.631 -2.654
H -1.974 0.510 -2.671
H -2.414 1.402 -4.137
H 0.716 3.111 -2.920
H -0.016 2.275 -4.297
H 0.404 1.373 -2.847
```

Summary:
electronic energy	-47040.2903	eV
spin multiplicity	5
⟨S²⟩	6.06
gap between HOMO and LUMO (spin up / spin down)	7.07 / 4.50	eV
HOMO level (spin up / spin down)	-0.3774 / -0.3769	hartree
net charge	+1
M	637.70	g/mol

Here are the Löwdin charges for atoms 1 to 5, given in e:
1. Rh 1.19
2. C -0.08
3. C -0.21
4. C -0.17
5. C -0.04

(9)
Molecular formula: C21H20N2O3S
Method: DFT, the ωB97M-V functional and the def2-TZVPD basis

Geometry as XYZ:
```
47
C21H20N2O3S, DFT the ωB97M-V functional and the def2-TZVPD basis
C 5.162 -3.496 1.153
O 3.888 -3.649 1.728
C 2.983 -2.638 1.582
C 1.742 -2.840 2.189
C 0.752 -1.890 2.088
C 0.975 -0.710 1.378
N -0.092 0.193 1.276
C -0.184 1.293 0.493
O 0.724 1.814 -0.115
C -1.659 1.768 0.378
N -2.314 0.792 -0.487
C -2.746 -0.396 -0.021
O -2.842 -0.646 1.166
C -2.982 -1.440 -1.107
C -1.628 -2.045 -1.308
C -0.601 -1.579 -2.072
C 0.586 -2.329 -1.919
C 0.449 -3.346 -1.032
S -1.131 -3.410 -0.363
C -1.771 3.155 -0.183
C -2.353 4.169 0.567
C -2.447 5.452 0.056
C -1.956 5.734 -1.207
C -1.369 4.729 -1.956
C -1.277 3.445 -1.449
C 2.212 -0.501 0.784
C 3.207 -1.459 0.883
H 5.708 -4.405 1.401
H 5.690 -2.632 1.569
H 5.103 -3.396 0.064
H 1.576 -3.758 2.730
H -0.210 -2.062 2.547
H -0.951 -0.138 1.708
H -2.143 1.707 1.359
H -2.171 0.918 -1.477
H -3.687 -2.186 -0.744
H -3.353 -0.986 -2.026
H -0.683 -0.738 -2.738
H 1.498 -2.113 -2.445
H 1.180 -4.064 -0.719
H -2.734 3.953 1.554
H -2.903 6.232 0.647
H -2.028 6.735 -1.605
H -0.977 4.946 -2.939
H -0.795 2.675 -2.031
H 2.396 0.408 0.237
H 4.155 -1.266 0.406
```

Summary:
structure (SMILES)	COc1ccc(NC(=O)[C@H](NC(=O)Cc2cccs2)c2ccccc2)cc1
electronic energy	-42060.3895	eV
spin multiplicity	1
gap between HOMO and LUMO	8.50	eV
HOMO level	-0.2893	hartree
net charge	0
M	380.47	g/mol

Here are the Löwdin charges for atoms 1 to 5, given in e:
1. C -0.09
2. O -0.09
3. C -0.29
4. C -0.01
5. C -0.04